The molecule C3H4N2O3 in a non-equilibrium geometry. Source: the Open Molecules 2025 dataset; level of theory: wB97M-V/def2-TZVPD.

Summary:
- SMILES: [H]/N=c1/[nH]c(O)c(O)o1
- Frontier orbital gap: 7.966 eV
- HOMO level: -7.77 eV

Geometry as XYZ:
```
12
Properties=species:S:1:pos:R:3:forces:R:3
C -0.7589 -0.4446 -0.0205 -1.9 -0.6 -0.4
H -2.0656 -1.6909 0.6482 -0.1 0.4 -0.7
O 0.7153 1.1624 -0.0358 -0.5 1.5 0.2
N 0.4951 -1.0109 -0.0548 2.3 1.0 0.0
O -1.4971 1.8803 -0.0113 -0.1 -0.4 -0.4
H 3.0562 0.9590 -0.1506 0.2 0.3 0.1
C -0.6251 0.8684 -0.0574 1.0 -0.3 0.6
O -1.9196 -1.1982 -0.1891 0.9 0.2 1.1
N 2.7209 0.0114 -0.1003 -0.8 -1.0 0.5
H -2.2957 1.3759 -0.2195 -0.7 0.7 0.0
C 1.4576 0.0260 0.0100 -0.6 -0.8 -1.3
H 0.7170 -1.9388 0.1811 0.2 -1.0 0.2
```
Positions in Å, forces in eV/Å.

***

The ion C3H4N2OP with charge +1 in a non-equilibrium geometry. Source: the Open Molecules 2025 dataset; level of theory: wB97M-V/def2-TZVPD.

Summary:
- Frontier orbital gap (alpha / beta): 7.887 / 7.881 eV
- HOMO level (alpha / beta): -14.38 / -14.37 eV
- Charge: +1

Geometry as XYZ:
```
11
Properties=species:S:1:pos:R:3:forces:R:3
H -0.8118 -2.6068 -0.0828 0.3 0.5 0.3
O -4.1264 -0.9799 0.0289 -1.2 -3.3 0.2
N 0.2439 0.6849 -0.0091 3.2 -1.3 -0.4
H 0.9934 1.2901 -0.3094 0.0 0.3 0.4
N -1.9677 0.3040 0.0457 0.1 -2.8 0.2
C 0.5319 -0.6914 -0.0527 -1.3 1.4 0.2
C -0.9955 1.1041 0.0652 -2.7 -0.3 -0.3
P -3.7883 0.3881 -0.0585 1.9 3.1 0.0
C -0.3015 -1.6514 0.0597 -2.9 0.5 -0.3
H 1.5162 -1.0380 -0.1189 1.9 -0.1 -0.2
H -1.2458 2.1178 0.1272 0.6 1.9 0.0
```
Positions in Å, forces in eV/Å.

***

The molecule C3H4N2OP2 in a non-equilibrium geometry. Source: the Open Molecules 2025 dataset; level of theory: wB97M-V/def2-TZVPD.

Summary:
- SMILES: C=CC(=O)[P@]12=P(=N1)N2
- Frontier orbital gap: 8.390 eV
- HOMO level: -8.76 eV

Geometry as XYZ:
```
12
Properties=species:S:1:pos:R:3:forces:R:3
H -0.3159 2.8620 0.4364 -1.4 0.0 -0.1
C -1.2491 2.2750 0.6681 3.5 -1.7 -0.8
H 2.6569 -2.1413 -1.0049 -0.4 0.8 -0.6
H -1.7804 0.1442 0.6922 1.0 1.2 -0.7
C -1.0714 0.9703 0.3472 -1.4 -0.3 0.2
C 0.1173 0.5452 -0.5141 -0.1 -0.6 1.4
N -0.3974 -2.2942 0.1779 0.7 -0.1 -0.5
H -1.9569 2.6599 1.3422 -1.0 0.3 0.5
P 0.9947 -3.1131 0.3772 -1.1 2.3 -0.9
N 1.7478 -1.8986 -0.6131 1.2 -1.7 1.2
P 0.2232 -1.2871 -1.1263 -0.9 -0.4 0.6
O 1.0313 1.2778 -0.7829 0.0 0.1 -0.3
```
Positions in Å, forces in eV/Å.

***

A cluster of 2 separate species, C3H4N2OS in total in a non-equilibrium geometry. Source: the Open Molecules 2025 dataset; level of theory: wB97M-V/def2-TZVPD.

Summary:
- Frontier orbital gap (alpha / beta): 6.235 / 6.244 eV
- HOMO level (alpha / beta): -7.42 / -7.43 eV

Geometry as XYZ:
```
11
Properties=species:S:1:pos:R:3:forces:R:3
C 1.5033 -0.8206 0.2754 4.1 5.8 0.6
N -0.6616 -1.0796 -0.1751 0.2 -0.8 0.8
O 3.5593 1.2688 -0.5620 0.4 -1.3 0.7
H 1.5090 1.2884 0.4013 0.3 0.1 0.1
N 0.9592 0.4424 0.3883 -0.4 -4.3 0.5
C 0.4944 -1.6912 -0.0510 -4.1 -0.9 -1.3
H 0.5679 -2.7346 -0.3897 0.2 0.5 0.6
C -0.4939 0.3054 0.1710 0.2 -0.3 -0.1
S 3.9408 -0.1174 -0.0224 -1.9 0.9 -0.5
H -0.6589 0.7968 -0.7704 -0.5 0.7 -0.5
H -1.2679 0.6554 0.9365 1.5 -0.4 -0.8
```
Positions in Å, forces in eV/Å.

***

The molecule C3H4N2OS in a non-equilibrium geometry. Source: the Open Molecules 2025 dataset; level of theory: wB97M-V/def2-TZVPD.

Summary:
- Frontier orbital gap: 8.499 eV
- HOMO level: -9.88 eV

Geometry as XYZ:
```
11
Properties=species:S:1:pos:R:3:forces:R:3
S 3.5670 -0.2725 -0.3960 -0.6 1.2 0.8
O 3.2931 -1.6780 -0.1437 0.1 -0.8 -0.1
N 1.8900 3.1421 -0.0285 -0.1 1.2 -0.3
C 2.3944 0.6363 0.2983 -3.5 -1.5 0.0
H -0.8281 -0.8099 0.3850 0.5 0.2 -1.4
H -0.5925 0.9034 0.0684 0.8 -1.2 -0.9
C 2.2172 2.0524 0.0625 0.2 -2.3 0.7
H 0.3537 -0.3058 -1.1573 -1.7 0.2 1.6
H 1.3312 -1.1084 0.9773 0.4 -1.1 -0.1
N 0.9683 -0.1934 0.8653 4.6 3.3 0.1
C -0.0817 -0.1070 -0.0900 -0.7 0.7 -0.4
```
Positions in Å, forces in eV/Å.

***

The molecule C3H4N2OS2 in a non-equilibrium geometry. Source: the Open Molecules 2025 dataset; level of theory: wB97M-V/def2-TZVPD.

Summary:
- SMILES: N/N=C1\CSC(=O)S1
- Frontier orbital gap: 9.300 eV
- HOMO level: -8.87 eV

Geometry as XYZ:
```
12
Properties=species:S:1:pos:R:3:forces:R:3
C 0.2305 0.8686 0.1604 0.4 0.6 0.2
S 2.0266 1.1118 -0.1504 -1.1 0.0 0.0
H 0.0639 1.0515 1.2473 -0.1 0.3 -0.7
H -0.3662 1.5653 -0.4865 0.5 -0.7 0.7
S 1.1505 -1.7659 0.0359 0.1 0.3 -0.1
C -0.1365 -0.5624 -0.0816 -0.6 -0.7 0.1
H -2.2555 0.6884 0.4558 -0.1 0.1 0.5
N -2.2912 -0.0144 -0.2561 -1.5 -1.2 -1.0
N -1.3292 -1.0014 -0.2212 1.0 0.7 -0.1
O 3.6456 -0.8654 -0.2083 -0.9 -0.4 0.1
C 2.4715 -0.5934 -0.1273 1.4 0.1 -0.1
H -3.2100 -0.4827 -0.3680 1.0 0.8 0.5
```
Positions in Å, forces in eV/Å.

***

The molecule C3H4N2OS2 in a non-equilibrium geometry. Source: the Open Molecules 2025 dataset; level of theory: wB97M-V/def2-TZVPD.

Summary:
- SMILES: O=C(/N=C1/CS1)NS
- Frontier orbital gap: 8.807 eV
- HOMO level: -8.73 eV

Geometry as XYZ:
```
12
Properties=species:S:1:pos:R:3:forces:R:3
C 2.4418 -0.6545 0.4396 0.8 -1.7 -0.6
C -0.6037 1.4714 0.3036 1.8 1.3 -2.3
C 1.2966 0.2231 0.4494 -0.7 0.4 -0.3
H 3.0822 -0.8885 1.2944 -0.7 -0.3 -0.1
O -0.0205 2.5359 0.0155 -0.7 -1.4 1.2
S -3.1801 0.1803 0.1717 0.9 0.4 0.1
H 2.4609 -1.3206 -0.4352 0.0 -0.4 0.9
N 0.0320 0.2513 0.5429 0.7 -0.6 1.2
N -1.9173 1.3720 0.0982 -1.1 -1.4 0.7
S 2.6903 0.9970 -0.1650 -0.2 2.1 -0.2
H -2.2898 2.2068 -0.1610 -1.0 2.9 -0.9
H -2.2238 -0.6338 0.5318 0.2 -1.4 0.3
```
Positions in Å, forces in eV/Å.

***

The molecule C3H4N2OS2 in a non-equilibrium geometry. Source: the Open Molecules 2025 dataset; level of theory: wB97M-V/def2-TZVPD.

Summary:
- SMILES: Oc1n[nH]c(S)c1S
- Frontier orbital gap: 9.435 eV
- HOMO level: -8.80 eV

Geometry as XYZ:
```
12
Properties=species:S:1:pos:R:3:forces:R:3
S 1.6078 -1.0769 -1.8594 0.7 -0.4 -0.6
O -1.5957 0.9636 1.6345 -0.1 -1.9 0.7
N -0.2170 1.7833 0.0060 -0.1 -0.8 -0.9
H 1.0595 1.7399 -1.6098 -0.4 -0.4 0.4
C -0.6978 0.7612 0.6756 0.0 0.3 0.3
H -1.8157 1.8716 1.7049 -0.2 1.5 -0.1
S -0.5373 -2.1330 0.8124 0.0 0.3 0.2
N 0.5084 1.1558 -0.9790 0.8 2.1 -0.3
H 0.3064 -2.1903 1.8628 -0.1 0.0 -0.1
C -0.1763 -0.5012 0.2863 0.2 0.4 -0.8
H 0.9459 -2.2270 -1.7122 -0.1 -0.1 0.1
C 0.6119 -0.1472 -0.8221 -0.8 -0.9 1.1
```
Positions in Å, forces in eV/Å.

***

The molecule C3H4N2S in a non-equilibrium geometry. Source: the Open Molecules 2025 dataset; level of theory: wB97M-V/def2-TZVPD.

Summary:
- SMILES: NC(=S)[C@H]1C=N1
- Frontier orbital gap: 9.246 eV
- HOMO level: -8.63 eV

Geometry as XYZ:
```
10
Properties=species:S:1:pos:R:3:forces:R:3
H -2.2202 0.5666 1.2798 0.5 -0.3 0.3
N -1.4366 0.1336 0.7987 -0.7 1.0 -2.9
S 0.2683 0.1851 2.7945 0.5 0.4 1.1
H -1.4580 0.3083 -0.2350 -0.3 -0.4 1.3
N 0.9008 0.6113 -1.3702 1.0 -1.6 1.6
C 1.1616 -0.6317 -1.4067 -1.6 2.2 1.3
C 1.0502 -0.1203 0.0477 -0.7 0.3 -0.5
C -0.1989 0.1685 1.2733 2.4 -2.1 -2.7
H 1.3332 -1.2708 -2.2777 -0.2 -0.4 0.7
H 2.0398 -0.1567 0.5625 -1.0 0.8 -0.3
```
Positions in Å, forces in eV/Å.

***

The molecule C3H4N2S in a non-equilibrium geometry. Source: the Open Molecules 2025 dataset; level of theory: wB97M-V/def2-TZVPD.

Summary:
- SMILES: Sn1ccnc1
- Frontier orbital gap: 9.652 eV
- HOMO level: -9.11 eV

Geometry as XYZ:
```
10
Properties=species:S:1:pos:R:3:forces:R:3
H -2.2550 0.0429 1.2614 0.5 0.0 -0.8
N 1.8435 -0.7506 0.0244 0.2 -1.0 -0.1
C 0.6103 1.1060 -0.0082 0.1 1.9 0.2
H 0.2636 2.1625 0.0288 0.1 -1.2 -0.2
H 2.8258 1.0805 -0.0664 0.3 0.6 0.2
C 1.8767 0.6089 0.0145 -0.4 0.0 -0.2
C 0.5974 -1.0946 0.0096 -1.0 -0.6 -0.3
H 0.1768 -2.1192 -0.0791 0.4 1.0 0.3
N -0.2280 0.0215 -0.0136 -0.1 -0.7 0.3
S -1.9266 0.0134 -0.0822 -0.1 0.1 0.6
```
Positions in Å, forces in eV/Å.

***

The molecule C3H4N2S in a non-equilibrium geometry. Source: the Open Molecules 2025 dataset; level of theory: wB97M-V/def2-TZVPD.

Summary:
- Frontier orbital gap: 6.942 eV
- HOMO level: -7.91 eV

Geometry as XYZ:
```
10
Properties=species:S:1:pos:R:3:forces:R:3
H 0.4201 -3.0439 0.0149 0.8 1.5 -0.4
N 0.9288 -2.1535 -0.2142 0.5 -2.2 0.1
H -0.8225 0.6906 -1.5969 0.9 -0.8 -0.1
N 1.1839 0.9925 1.1112 -0.4 1.2 -0.1
C -0.7591 0.7740 -0.5114 -1.2 2.2 -1.2
C 0.5307 0.4133 0.1902 -0.3 0.5 -0.3
S -1.7781 -0.4410 0.2840 0.2 -0.8 0.5
C 0.7427 -1.0328 0.0327 -2.6 0.7 0.4
H -1.2159 1.8507 -0.5042 1.5 -1.5 1.2
H 0.7695 1.9502 1.1937 0.7 -0.8 0.1
```
Positions in Å, forces in eV/Å.

***

The molecule C3H4N2S2 in a non-equilibrium geometry. Source: the Open Molecules 2025 dataset; level of theory: wB97M-V/def2-TZVPD.

Summary:
- SMILES: S=C/N=C/NC=S
- Frontier orbital gap: 7.388 eV
- HOMO level: -8.47 eV

Geometry as XYZ:
```
11
Properties=species:S:1:pos:R:3:forces:R:3
N 0.9502 -0.2559 0.2854 -4.1 1.8 -0.9
C -1.8094 -0.8279 -0.0010 3.4 -0.7 -1.6
C 0.0614 0.6750 -0.0555 2.1 -1.0 2.5
H -1.9862 1.2818 0.1761 2.2 -2.2 -0.7
H 2.7305 0.9631 -0.1999 -1.4 -0.5 0.9
S -3.3409 -1.0886 0.0672 -2.7 -0.4 0.5
S 3.2831 -1.2095 0.0096 1.6 -1.7 0.4
H -1.0869 -1.7165 -0.3171 -1.1 2.4 1.1
C 2.2509 -0.0202 0.1397 1.8 2.1 -1.9
N -1.2549 0.4695 0.0140 -3.0 -0.5 0.4
H 0.2023 1.7291 -0.1186 1.2 0.9 -0.6
```
Positions in Å, forces in eV/Å.

***

Question: What is the formula in the second record?
Answer: C3H4N2OP